[1]
Molecular formula: C4H12NO
Method: DFT, ωB97M-V/def2-TZVPD

Spin multiplicity: 1
HOMO-LUMO gap (eV): 11.3
HOMO (eV): -14.51
Energy relative to the best compared isomer or geometry (same formula, charge and spin) (kJ/mol): 105.36
Charge: +1
Strongest force on any atom (Eh/bohr): 0.0376
Total energy (eV): -7873.199

Structure (XYZ):
```
18
Properties=species:S:1:pos:R:3:lowdin_charge:R:1
H 1.266 -2.150 -0.286 0.16
C 0.628 -0.162 -0.207 -0.06
C -0.534 0.475 -0.194 -0.07
H -1.025 -3.151 1.611 0.07
H -1.181 2.043 1.068 0.13
H 1.214 2.462 1.045 0.08
H -1.432 -0.057 -0.492 0.13
H -1.439 2.276 -0.671 0.12
H 0.400 3.780 0.273 0.08
N 0.608 -1.553 -0.804 0.17
H 0.837 -1.501 -1.786 0.17
H 1.644 0.153 -0.050 0.12
C -0.721 1.940 0.074 -0.23
H -1.083 -4.301 0.741 0.07
C 0.580 2.709 0.193 -0.11
O -0.711 -3.413 0.742 -0.03
H 1.203 2.518 -0.690 0.08
H -0.254 -2.070 -0.568 0.11
```

---

[2]
Molecular formula: C37H37AsF4N7PdSi3
Method: DFT, ωB97M-V/def2-TZVPD

Spin multiplicity: 1
HOMO-LUMO gap (eV): 4.9
HOMO (eV): -10.68
Energy relative to the best compared isomer or geometry (same formula, charge and spin) (kJ/mol): 68.85
Charge: +1
Strongest force on any atom (Eh/bohr): 0.0141
Total energy (eV): -148213.988

Structure (XYZ):
```
90
Properties=species:S:1:pos:R:3:lowdin_charge:R:1
H 3.294 1.776 3.750 0.03
H -2.271 3.354 3.639 0.02
Pd 0.144 0.119 0.120 0.70
N 5.244 -1.228 -3.326 0.22
N 2.729 -0.264 0.018 0.19
F 0.316 3.943 -2.760 0.14
C 1.062 -5.932 -3.321 0.00
C 0.900 4.697 3.054 -0.21
H 1.793 -3.957 -2.930 0.13
C 0.375 -3.474 2.227 -0.04
H 0.542 -4.019 3.141 0.11
F 4.768 1.467 -4.622 0.15
C 0.613 2.283 5.489 -0.20
Si 1.096 0.871 4.396 0.32
H -3.794 -0.553 3.020 0.05
C -2.730 -0.528 2.766 -0.21
C -0.714 -1.939 -3.527 0.00
H -2.909 2.727 0.476 0.01
H 0.694 -0.601 6.260 0.05
C 0.040 -6.847 -3.083 -0.22
C 1.439 3.381 -3.174 -0.13
H 1.894 -6.209 -3.953 0.13
Si -2.269 1.222 2.364 0.29
C -1.036 -6.504 -2.270 0.00
C 0.193 -2.091 2.113 -0.18
C 0.469 -0.686 5.193 -0.20
H 0.195 -1.364 2.898 0.02
H -2.568 -1.179 1.905 0.03
Si 0.767 3.537 1.611 0.31
H 2.614 2.401 0.381 -0.02
C 3.252 3.167 -4.806 -0.13
C -0.790 0.151 -2.760 -0.15
H -4.076 1.437 0.763 0.05
As 0.127 1.314 2.239 0.83
H -2.581 1.076 -0.094 0.01
H -1.828 -7.220 -2.098 0.13
C 1.655 5.049 -4.986 -0.10
C -0.370 -1.901 -2.152 -0.26
C 0.042 -2.888 0.076 -0.23
C 4.515 -0.445 -2.910 -0.16
C -0.122 -2.974 -1.305 -0.04
N 0.145 -9.201 -4.161 0.17
C 3.681 2.072 -4.173 -0.13
C -0.065 -4.330 -1.922 -0.20
H -1.303 -0.291 -4.876 0.10
C 3.057 1.544 -2.960 0.00
H -2.637 1.975 4.686 0.03
H -0.883 3.441 -0.271 0.01
C 2.438 3.393 0.794 -0.21
H -0.938 1.219 -2.669 0.10
C 0.536 5.831 -4.518 -0.15
H 1.043 5.704 2.648 0.05
H 1.760 4.478 3.687 0.03
H -0.610 -0.805 5.099 0.02
H -1.915 -4.978 -1.051 0.13
N 2.684 6.076 -7.126 0.23
C 2.906 0.788 4.006 -0.21
F 1.155 1.882 -1.475 0.02
C 3.077 0.027 -1.039 -0.15
F 3.917 3.598 -5.861 0.16
H 3.075 0.126 3.153 0.02
H -0.285 5.080 0.002 0.05
C -1.082 -5.250 -1.687 -0.01
N -0.328 6.503 -4.174 0.22
H 1.033 3.234 5.177 0.00
H -3.878 2.622 3.616 0.04
H 3.482 0.408 4.854 0.04
C 0.289 -3.975 0.947 0.01
H -1.465 4.377 1.108 0.03
C 1.902 2.317 -2.513 -0.12
H -0.472 2.386 5.541 0.03
H 0.001 4.714 3.671 0.03
N -0.016 -1.724 0.850 -0.07
C 2.265 5.593 -6.173 -0.15
H 0.382 -5.003 0.638 0.12
H -2.177 -0.939 3.608 0.01
C 0.098 -8.158 -3.683 -0.17
C 3.520 0.429 -2.349 -0.11
H 0.975 2.070 6.499 0.05
H 3.217 3.582 1.536 0.04
H 2.556 4.136 0.000 0.04
C -0.587 4.153 0.498 -0.22
C 2.091 3.933 -4.363 0.00
C -3.008 1.670 0.719 -0.21
C 1.002 -4.673 -2.746 0.00
H -0.783 -2.830 -4.130 0.12
C -2.810 2.406 3.697 -0.21
C -0.983 -0.643 -3.909 -0.05
N -0.422 -0.589 -1.718 -0.06
H 0.955 -1.591 4.831 0.03
```

---

[3]
Molecular formula: C8H11ClN4
Method: DFT, ωB97M-V/def2-TZVPD

Spin multiplicity: 1
HOMO-LUMO gap (alpha / beta) (eV): 7.1 / 7.9
HOMO (alpha / beta) (eV): -8.14 / -8.11
Energy relative to the best compared isomer or geometry (same formula, charge and spin) (kJ/mol): 670.56
Charge: 0
Strongest force on any atom (Eh/bohr): 0.0812
Total energy (eV): -26950.049

Structure (XYZ):
```
24
Properties=species:S:1:pos:R:3:lowdin_charge:R:1
H 1.028 0.482 -1.945 0.10
H -4.324 -2.116 -0.193 0.14
C 1.038 -0.219 0.207 -0.65
H 1.516 -2.327 0.487 0.10
H 2.365 -0.545 -1.555 0.09
H 2.129 2.605 -0.498 0.10
H -4.683 0.365 -0.405 0.15
C -3.525 -1.379 0.060 -0.20
H 0.901 -1.189 -1.776 0.04
C -2.583 0.575 -0.030 -0.35
C 1.304 -0.397 -1.289 -0.03
N 1.262 1.007 0.800 -0.07
N -0.371 -0.604 0.479 0.17
C -1.584 -0.522 0.252 -0.34
N -3.769 -0.062 -0.316 0.07
H 1.700 -1.262 2.070 0.12
C 2.366 1.865 0.392 -0.16
C -2.234 1.828 -0.181 -0.38
H 3.250 1.401 0.021 0.06
Cl -0.684 2.371 0.082 0.84
N -2.343 -1.698 0.353 0.12
H 2.637 2.574 1.221 0.08
C 1.791 -1.353 0.920 -0.04
H 2.814 -1.400 0.845 0.03
```

---

[4]
Molecular formula: C32H25ClIN7O5W
Method: DFT, ωB97M-V/def2-TZVPD

Spin multiplicity: 1
HOMO-LUMO gap (eV): 6.8
HOMO (eV): -12.94
Energy relative to the best compared isomer or geometry (same formula, charge and spin) (kJ/mol): 4.94
Charge: +2
Strongest force on any atom (Eh/bohr): 0.0193
Total energy (eV): -76697.818

Structure (XYZ):
```
72
Properties=species:S:1:pos:R:3:lowdin_charge:R:1
H 4.736 2.218 2.940 0.11
N 0.423 0.852 -2.238 -0.03
C 0.775 2.670 0.618 -0.38
N -1.032 0.424 1.689 -0.03
W 0.063 -0.068 -0.237 1.75
H 4.652 -0.233 2.510 0.13
O -0.114 1.945 -0.062 -0.30
C 1.858 1.962 1.172 -0.15
C 3.921 1.775 2.385 0.02
C -2.681 1.898 2.577 0.02
C 0.784 -2.943 0.495 -0.14
H -2.903 -1.119 0.290 0.13
C -0.199 -2.359 -2.673 -0.07
C -2.848 -0.822 -0.760 -0.10
N -0.866 -1.620 -1.777 0.01
C -2.125 -3.700 -3.099 0.00
C -0.991 1.001 4.010 -0.01
H -1.543 -1.986 2.269 0.16
C 1.792 2.313 -3.528 -0.01
O 0.913 -6.278 2.031 0.15
C -0.794 -3.408 -3.349 0.01
C -0.475 0.345 2.914 -0.11
O 2.274 -5.635 0.395 0.16
H -3.729 1.254 0.126 0.15
H -2.291 0.139 -2.895 0.14
Cl 3.993 4.839 2.947 0.76
C 1.736 -2.518 -0.557 -0.54
I -0.894 5.102 0.052 1.02
C 0.661 2.963 -3.991 0.00
H -1.490 3.035 -3.911 0.13
H -3.550 2.519 2.403 0.14
H 2.479 -4.835 -0.129 0.08
C -0.458 -3.804 2.081 0.06
H 0.408 -0.274 2.997 0.12
N -2.039 0.421 -0.829 -0.24
H -0.509 0.898 4.972 0.13
C -2.110 1.208 1.520 -0.24
H 2.471 0.727 -2.226 0.13
H -0.943 -4.409 2.830 0.16
H -0.213 -3.980 -4.058 0.13
C -2.024 0.963 -2.231 -0.06
C -2.838 -2.890 -2.227 0.02
C 2.799 -0.121 1.437 -0.08
H 2.765 -1.187 1.272 0.11
C 1.712 4.686 1.548 -0.14
H -3.895 -3.041 -2.054 0.13
C -2.643 1.392 0.127 -0.11
C 2.881 2.592 1.890 -0.15
C -2.173 -1.855 -1.601 -0.26
H 2.785 2.613 -3.828 0.13
H -2.612 -4.524 -3.603 0.13
H -2.538 2.343 4.667 0.13
C 0.696 4.020 0.818 -0.63
C 1.264 -5.452 1.240 -0.48
C -0.681 1.480 -2.690 -0.24
C -0.592 2.541 -3.567 0.01
N -0.827 -2.534 1.821 0.07
C 1.628 1.268 -2.638 -0.07
O 1.580 -1.248 -0.885 -0.22
C 2.774 3.999 2.063 -0.60
N -0.073 -1.997 0.851 -0.04
O 2.568 -3.249 -1.033 0.15
H 1.647 5.755 1.699 0.11
H -3.869 -0.633 -1.105 0.15
N 1.813 0.612 0.955 -0.01
H -2.431 2.408 -0.198 0.08
H -2.795 1.724 -2.348 0.15
C -2.115 1.798 3.834 0.00
C 3.877 0.429 2.154 0.00
H 0.834 -2.096 -2.844 0.13
C 0.593 -4.112 1.239 -0.01
H 0.751 3.800 -4.670 0.13
```

---

[5]
Molecular formula: C6H10FNO2
Method: DFT, ωB97M-V/def2-TZVPD

Spin multiplicity: 1
HOMO-LUMO gap (alpha / beta) (eV): 7.3 / 7.5
HOMO (alpha / beta) (eV): -6.48 / -6.71
Energy relative to the best compared isomer or geometry (same formula, charge and spin) (kJ/mol): 357.25
Charge: 0
Strongest force on any atom (Eh/bohr): 0.1009
Total energy (eV): -14682.988

Structure (XYZ):
```
20
Properties=species:S:1:pos:R:3:lowdin_charge:R:1
H 3.923 -0.595 -0.892 0.08
H -3.666 0.275 -1.638 0.14
H -0.157 -1.214 0.294 0.18
C -3.953 1.125 -0.855 0.01
H -3.558 2.019 -1.221 0.07
C 1.905 -1.344 -0.611 -0.17
H 3.648 -1.434 0.592 0.14
H 3.315 0.697 1.471 0.11
N 0.878 -0.871 0.098 0.05
O -3.315 0.826 0.434 0.00
F 0.422 1.202 1.261 -0.04
C 1.307 0.148 0.920 -0.28
H 1.906 -2.396 -0.830 0.09
O -2.038 -0.830 -0.450 0.00
H -1.927 -0.104 1.427 0.14
C 3.169 -0.723 -0.172 -0.20
H -4.959 1.198 -0.751 0.05
H 2.785 1.526 -0.073 0.12
C 2.738 0.571 0.528 -0.12
C -2.422 -0.077 0.468 -0.38
```

---

[6]
Molecular formula: C5H10O
Method: DFT, ωB97M-V/def2-TZVPD

Spin multiplicity: 1
HOMO-LUMO gap (alpha / beta) (eV): 6.6 / 6.6
HOMO (alpha / beta) (eV): -6.24 / -6.24
Energy relative to the best compared isomer or geometry (same formula, charge and spin) (kJ/mol): 614.15
Charge: 0
Strongest force on any atom (Eh/bohr): 0.0094
Total energy (eV): -7388.400

Structure (XYZ):
```
16
Properties=species:S:1:pos:R:3:lowdin_charge:R:1
H 1.683 -0.659 -1.559 0.15
H 0.769 1.533 0.369 0.08
H -2.165 -0.860 -1.422 0.05
C 0.924 -0.934 0.463 0.07
C 0.875 -0.437 -0.863 -0.40
H -1.849 1.283 0.156 0.07
C -1.416 -0.755 -0.627 -0.20
H -3.039 0.031 0.508 0.06
H -1.544 0.088 1.425 0.05
C -1.962 0.214 0.407 -0.18
H 2.240 0.753 1.044 0.08
H 1.778 -1.515 0.799 0.11
H 2.234 1.278 -0.631 0.08
H 0.142 -0.707 1.168 0.06
C 1.605 0.868 0.162 0.02
O -0.272 -0.179 -1.400 -0.10
```

---

[7]
Molecular formula: H16HgO8
Method: DFT, ωB97M-V/def2-TZVPD

Spin multiplicity: 1
HOMO-LUMO gap (eV): 10.7
HOMO (eV): -18.43
Energy relative to the best compared isomer or geometry (same formula, charge and spin) (kJ/mol): 103.46
Charge: +2
Strongest force on any atom (Eh/bohr): 0.0536
Total energy (eV): -20798.212

Structure (XYZ):
```
25
Properties=species:S:1:pos:R:3:lowdin_charge:R:1
O -3.301 10.321 -14.370 -0.07
O -2.040 8.498 -10.530 -0.04
Hg -1.603 9.487 -12.606 1.26
H -2.448 12.068 -11.131 0.07
H -3.589 10.313 -15.270 0.07
O 0.493 10.040 -11.358 -0.06
H -0.061 9.696 -15.752 0.07
H 0.758 10.872 -10.920 0.10
H -0.007 6.897 -12.961 0.09
H 0.356 11.412 -14.179 0.06
H 1.314 9.880 -11.770 0.04
O -2.973 7.631 -13.500 -0.04
H -3.665 11.182 -14.057 0.07
H -2.520 6.803 -13.493 0.05
H -3.553 11.666 -11.933 0.06
H -0.538 8.183 -15.598 0.09
O -0.738 9.118 -15.343 -0.10
H -3.868 7.528 -13.155 0.09
H -1.473 8.105 -9.848 0.11
H 0.877 8.182 -13.301 0.08
H -0.911 12.322 -13.944 0.10
O 0.019 7.849 -13.013 -0.07
O -2.776 11.297 -11.543 -0.01
H -2.792 8.695 -10.035 0.05
O -0.391 11.552 -13.594 -0.08
```

---

[8]
Molecular formula: C4H5NO3
Method: DFT, ωB97M-V/def2-TZVPD

Spin multiplicity: 1
HOMO-LUMO gap (eV): 11.1
HOMO (eV): -10.59
Energy relative to the best compared isomer or geometry (same formula, charge and spin) (kJ/mol): 154.17
Charge: 0
Strongest force on any atom (Eh/bohr): 0.0347
Structure (SMILES): O=CN1C[C@H]1C(=O)O
Total energy (eV): -11860.403

Structure (XYZ):
```
13
Properties=species:S:1:pos:R:3:lowdin_charge:R:1
O -2.023 0.310 -1.846 0.13
N 1.078 0.189 0.003 -0.02
C 0.748 -1.207 -0.022 -0.04
C 0.957 1.058 1.091 -0.28
C -1.367 0.165 -0.861 -0.50
O 0.696 0.660 2.219 0.04
H -1.241 0.224 1.048 0.09
H 0.389 -0.137 -2.048 0.16
C 0.084 -0.241 -0.993 -0.11
H 1.031 2.122 0.779 0.15
H 1.493 -1.854 -0.441 0.11
O -1.911 0.326 0.351 0.14
H 0.064 -1.614 0.719 0.12
```

---

[9]
Molecular formula: C6H13N2O2S
Method: DFT, ωB97M-V/def2-TZVPD

Spin multiplicity: 1
HOMO-LUMO gap (eV): 7.8
HOMO (eV): -4.07
Energy relative to the best compared isomer or geometry (same formula, charge and spin) (kJ/mol): 143.36
Charge: -1
Strongest force on any atom (Eh/bohr): 0.1022
Total energy (eV): -24341.918

Structure (XYZ):
```
24
Properties=species:S:1:pos:R:3:lowdin_charge:R:1
H 3.114 -0.060 1.111 0.09
N -3.280 1.228 -0.764 -0.37
C 1.355 -1.317 0.419 -0.15
H 2.876 0.089 -0.446 0.06
H -3.759 2.083 -0.547 -0.10
H 2.246 2.050 0.320 0.06
S -3.188 0.352 0.584 0.72
H 0.886 -1.675 1.400 0.13
C 0.483 1.204 -0.578 -0.18
H -1.624 -2.063 -0.437 0.00
H -1.170 -0.520 1.557 0.03
O -3.268 -1.035 -0.006 -0.62
C -0.555 0.101 -0.288 -0.45
H 0.109 2.230 -0.604 0.10
N -1.189 0.302 0.969 -0.13
H 1.145 1.091 -1.557 0.14
H 0.562 -1.173 -1.628 0.17
H -1.170 0.296 -1.187 0.10
C 1.557 1.326 0.486 -0.21
O -0.756 -2.343 -0.306 -0.03
H 1.920 -2.270 0.172 0.11
C 2.296 -0.055 0.401 -0.17
H 1.243 1.436 1.436 0.06
C 0.165 -1.279 -0.506 -0.38
```

---

[10]
Molecular formula: CBrCl2NO2
Method: DFT, ωB97M-V/def2-TZVPD

Spin multiplicity: 1
HOMO-LUMO gap (alpha / beta) (eV): 7.9 / 7.9
HOMO (alpha / beta) (eV): -10.25 / -10.25
Energy relative to the best compared isomer or geometry (same formula, charge and spin) (kJ/mol): 133.58
Charge: 0
Strongest force on any atom (Eh/bohr): 0.0579
Total energy (eV): -101704.300

Structure (XYZ):
```
7
Properties=species:S:1:pos:R:3:lowdin_charge:R:1
O 1.717 0.523 -0.501 0.08
O 0.174 1.685 0.529 -0.01
C -0.183 -0.554 -0.050 -1.26
Br -2.357 0.601 0.330 0.33
N 0.663 0.694 0.027 -0.52
Cl -0.225 -1.364 -1.587 0.67
Cl 0.211 -1.585 1.251 0.71
```

---

[11]
Molecular formula: C4H7NO2
Method: DFT, ωB97M-V/def2-TZVPD

Spin multiplicity: 1
HOMO-LUMO gap (eV): 10.8
HOMO (eV): -9.99
Energy relative to the best compared isomer or geometry (same formula, charge and spin) (kJ/mol): 178.27
Charge: 0
Strongest force on any atom (Eh/bohr): 0.0102
Structure (SMILES): [H]/N=C(\C)OCC=O
Total energy (eV): -9845.432

Structure (XYZ):
```
14
Properties=species:S:1:pos:R:3:lowdin_charge:R:1
C -0.723 0.140 0.588 -0.50
C 1.780 -0.180 -0.871 -0.24
N -0.712 1.057 1.453 0.18
H 1.868 0.136 1.266 0.13
O 2.464 0.762 -1.183 0.07
H 2.042 -1.570 0.740 0.14
C 1.520 -0.623 0.560 -0.15
H -1.425 1.753 1.231 0.07
O 0.143 -0.924 0.695 -0.08
H -2.542 0.493 -0.545 0.08
H -1.035 0.516 -1.481 0.09
H 1.252 -0.797 -1.633 0.13
C -1.563 0.021 -0.656 -0.01
H -1.682 -1.032 -0.920 0.09
```

---

[12]
Molecular formula: C11H10ClN3
Method: DFT, ωB97M-V/def2-TZVPD

Spin multiplicity: 1
HOMO-LUMO gap (alpha / beta) (eV): 6.2 / 6.8
HOMO (alpha / beta) (eV): -7.11 / -7.47
Energy relative to the best compared isomer or geometry (same formula, charge and spin) (kJ/mol): 630.80
Charge: 0
Strongest force on any atom (Eh/bohr): 0.0792
Total energy (eV): -28555.171

Structure (XYZ):
```
25
Properties=species:S:1:pos:R:3:lowdin_charge:R:1
Cl -1.869 2.503 -1.026 0.63
C -1.062 1.241 1.222 -0.03
C 0.706 2.207 -0.192 -0.11
H 1.283 -2.579 2.241 0.08
H 1.945 -0.926 2.295 0.10
C -0.550 -0.131 -2.716 -0.15
H -1.644 0.755 3.218 0.11
H 1.930 -0.869 -0.874 0.13
C -0.655 1.896 0.153 -0.67
C -1.596 -0.565 -1.828 -0.09
C -1.404 -0.893 -0.515 -0.06
H -2.689 -0.595 -2.175 0.13
C 0.991 -0.274 -0.977 -0.30
H 2.092 -1.820 0.806 0.07
H 2.534 1.211 -0.720 0.10
C 1.473 1.129 -0.543 0.00
N -0.628 -0.770 2.290 0.04
C -0.081 -0.818 -0.027 -0.14
N 0.650 -0.139 -2.308 0.08
C 1.492 -1.714 1.677 0.01
N 0.205 -1.152 1.312 -0.15
H -0.690 0.026 -3.782 0.12
H 1.056 3.230 0.122 0.13
C -1.249 0.388 2.269 -0.17
H -2.238 -1.342 0.078 0.14
```